{
  "formula": "C12H29InN4O7P",
  "method": "ωB97M-V with the def2-TZVPD basis set",
  "lumo_energy_ev": [-4.49, -4.49],
  "de_lowest_kcal_mol": 18.2,
  "homo_lumo_gap_ev": [5.110, 5.113],
  "homo_ha": [-0.3527, -0.3528],
  "charge": 1,
  "symbols": ["O", "H", "In", "N", "N", "N", "N", "O", "O", "O", "O", "C", "C", "C", "C", "C", "H", "H", "H", "C", "H", "H", "H", "C", "C", "H", "H", "H", "H", "H", "H", "H", "H", "C", "H", "H", "H", "O", "H", "H", "C", "P", "C", "C", "O", "H", "H", "H", "H", "H", "H", "H", "H", "H"],
  "xyz": [[0.252269, 0.323717, -3.845129], [0.019719, -0.110176, -4.683491], [-0.109438, 0.074184, -0.608361], [0.046562, 2.215343, -0.133914], [1.801842, 0.765830, -1.505420], [-1.681282, -1.310036, 0.025342], [0.275056, -1.828943, -1.578503], [-0.778536, 2.830345, 0.647581], [-2.472871, -1.208314, 1.198192], [1.348412, -2.092557, -2.358300], [2.649572, 0.070214, -2.191194], [2.116792, 2.054425, -1.265446], [1.204793, 2.820775, -0.493304], [-1.624485, -2.559451, -0.424336], [-0.562321, -2.842511, -1.339038], [1.461569, 4.194625, 0.007771], [1.781713, 4.154507, 1.059099], [0.544740, 4.788495, -0.049659], [2.244033, 4.687374, -0.572536], [3.394054, 2.539786, -1.843830], [3.313036, 2.598386, -2.937496], [4.214684, 1.844706, -1.619942], [3.621905, 3.531709, -1.447587], [-2.557080, -3.555533, 0.150183], [-0.355507, -4.181669, -1.951273], [-3.361257, -3.026457, 0.669355], [-2.043629, -4.204111, 0.875262], [-2.971910, -4.202405, -0.629333], [0.358164, -4.112973, -2.777102], [-1.308597, -4.582729, -2.313405], [0.029707, -4.890992, -1.204868], [-2.679471, -0.260102, 1.298798], [1.907844, -1.187673, -2.330074], [-0.963431, 0.752817, -3.209747], [-0.736269, 1.632403, -2.594269], [-1.401887, -0.061096, -2.600038], [-1.738268, 1.066276, -3.929349], [-2.769760, 1.726562, -0.767645], [-3.647911, 1.495155, -0.424361], [-2.301307, 2.299986, -0.106665], [1.757415, 0.524173, 3.688465], [0.288866, -0.149698, 2.921759], [0.044033, -1.847182, 3.446276], [-1.129261, 0.817091, 3.443735], [0.525841, -0.089134, 1.428265], [2.639370, 0.039027, 3.251293], [1.725115, 0.362515, 4.774518], [1.818096, 1.600364, 3.474076], [-0.550340, -1.862199, 4.369630], [-0.468017, -2.428782, 2.667315], [1.034920, -2.279986, 3.639618], [-1.364243, 1.583739, 2.689893], [-1.995109, 0.161132, 3.625143], [-0.847956, 1.319031, 4.384022]],
  "atomic_forces_ev_per_a": [[-1.083, 0.045, -0.111], [0.177, 0.192, 0.433], [1.147, 2.271, 0.743], [2.034, 1.033, -1.087], [0.342, 2.584, 1.098], [-0.968, -2.301, 0.418], [-0.400, -3.206, -0.283], [-0.729, 0.032, 0.472], [0.432, 0.671, -0.945], [-1.296, 0.369, 0.834], [-0.188, -1.466, -0.461], [0.155, -3.183, -1.246], [-3.034, -0.774, 1.331], [-1.073, 2.891, 2.159], [2.620, 1.407, -1.900], [0.133, 0.217, -0.062], [-0.149, 0.100, -0.174], [0.120, -0.130, 0.125], [-0.134, -0.054, 0.142], [0.178, 0.471, 0.123], [0.045, -0.066, 0.192], [-0.271, 0.157, -0.046], [0.160, -0.186, -0.192], [-0.211, -0.536, -0.033], [-0.126, -0.247, -0.051], [0.181, -0.375, -0.216], [-0.063, 0.137, -0.172], [0.148, 0.077, 0.090], [-0.192, -0.040, 0.240], [0.172, 0.049, 0.021], [-0.016, 0.155, -0.159], [0.162, -0.223, -0.316], [0.745, 0.510, -0.269], [0.484, 0.193, -0.795], [-0.051, -0.158, -0.122], [-0.190, 0.068, -0.144], [0.212, -0.171, 0.329], [-0.073, -0.660, 0.357], [0.389, 0.382, -0.164], [0.082, 0.014, -0.072], [0.045, 0.015, 0.363], [0.162, 0.244, -0.564], [0.193, -0.142, 0.386], [-0.157, 0.079, 0.356], [-0.086, -0.425, -0.466], [-0.237, 0.030, 0.166], [0.148, 0.098, -0.230], [-0.114, -0.281, 0.065], [0.201, -0.137, -0.186], [0.119, 0.311, 0.232], [-0.312, -0.063, -0.039], [0.208, -0.134, 0.115], [0.280, 0.280, -0.021], [-0.321, -0.125, -0.263]]
}